Below is a molecular structure, C17H35AgBrO6 in a non-equilibrium geometry, with properties calculated with ωB97M-V/def2-TZVPD.

HOMO level (spin up / spin down) = -6.878 / -6.727 eV
net charge = 0
multiplicity = 2
relative energy (zero: lowest compared OMol25 entry of this formula, charge and spin) = 7.2 kcal/mol
Kohn-Sham gap (spin up / spin down) = 7.36 / 5.08 eV
strongest force on any atom = 1.31 eV/Å
total energy = -3841.06835 hartree

Structure (XYZ):
```
60
Properties=species:S:1:pos:R:3:lowdin_charge:R:1
Ag -16.71 13.19 -25.76 0.653
C -17.18 15.57 -29.77 -0.060
C -16.38 14.71 -28.78 -0.372
O -16.85 14.67 -27.49 -0.103
H -18.25 15.53 -29.53 0.072
H -17.06 15.08 -30.74 0.073
H -16.83 16.60 -29.82 0.070
H -15.35 15.10 -28.75 0.111
H -16.29 13.68 -29.14 0.089
Br -16.41 11.62 -23.54 -0.324
C -16.54 9.09 -26.99 -0.006
C -16.19 10.33 -27.77 -0.476
O -16.34 11.41 -27.27 -0.012
C -15.54 10.16 -29.14 -0.007
H -16.62 9.43 -25.96 0.060
H -15.70 8.40 -27.07 0.086
H -17.51 8.66 -27.26 0.086
H -14.46 10.05 -29.06 0.079
H -15.70 11.07 -29.73 0.073
H -16.05 9.38 -29.71 0.080
C -14.35 16.73 -25.65 -0.013
C -15.33 16.32 -24.57 -0.475
O -15.65 15.17 -24.44 0.015
C -15.85 17.42 -23.66 -0.015
H -13.32 16.52 -25.35 0.091
H -14.47 17.78 -25.91 0.075
H -14.52 16.13 -26.54 0.063
H -15.76 16.98 -22.66 0.084
H -16.91 17.65 -23.80 0.087
H -15.21 18.30 -23.68 0.072
C -12.67 12.88 -27.66 -0.009
C -13.30 12.35 -26.40 -0.503
O -14.23 12.92 -25.88 -0.021
C -12.73 11.14 -25.74 -0.012
H -12.39 12.01 -28.27 0.078
H -11.78 13.47 -27.48 0.088
H -13.40 13.48 -28.19 0.070
H -12.81 10.25 -26.38 0.082
H -13.29 10.96 -24.83 0.073
H -11.69 11.33 -25.50 0.090
C -20.26 11.93 -27.96 -0.012
C -19.81 11.51 -26.59 -0.488
O -18.82 12.00 -26.11 -0.015
C -20.67 10.57 -25.80 -0.017
H -21.30 12.26 -27.94 0.084
H -20.10 11.20 -28.75 0.086
H -19.70 12.82 -28.26 0.079
H -20.79 9.61 -26.32 0.087
H -21.70 10.95 -25.81 0.087
H -20.38 10.43 -24.77 0.081
C -18.74 15.17 -22.10 -0.007
C -19.13 14.29 -23.27 -0.503
O -18.57 14.36 -24.34 -0.005
C -20.32 13.38 -23.06 -0.011
H -19.39 16.04 -22.20 0.093
H -17.72 15.51 -22.26 0.059
H -18.85 14.69 -21.13 0.080
H -21.26 13.88 -23.27 0.089
H -20.31 13.01 -22.03 0.082
H -20.25 12.49 -23.68 0.056
```


Below is C3H9N3OS in the gas phase in a non-equilibrium geometry, with properties calculated with ωB97M-V/def2-TZVPD.

HOMO level = -7.896 eV
net charge = 0
multiplicity = 1
relative energy (zero: lowest compared OMol25 entry of this formula, charge and spin) = 97.1 kcal/mol
Kohn-Sham gap = 8.56 eV
SMILES = COCS/N=C\NN
strongest force on any atom = 3.97 eV/Å
total energy = -757.25321 hartree

Structure (XYZ):
```
17
Properties=species:S:1:pos:R:3:lowdin_charge:R:1
C -0.72 0.84 -2.55 -0.183
O -1.14 1.76 -1.61 -0.279
C -0.38 2.00 -0.51 -0.594
S -0.20 0.73 0.69 0.868
N 0.76 -0.42 -0.10 -0.292
C 1.16 -1.35 0.71 -0.384
N 0.77 -1.74 1.93 -0.126
N -0.28 -1.47 2.85 -0.018
H -0.42 -0.25 -1.98 0.118
H 0.24 1.07 -3.16 0.090
H -1.55 0.79 -3.42 0.116
H 0.71 2.06 -0.93 0.105
H -0.72 3.01 -0.08 0.125
H 1.96 -2.05 0.50 0.116
H 1.25 -2.69 2.04 0.151
H -1.24 -1.82 2.46 0.130
H -0.21 -0.48 3.16 0.057
```


Below is a molecular structure, C4H10O2, with properties calculated with ωB97M-V/def2-TZVPD.

HOMO level = -6.726 eV
net charge = 0
multiplicity = 1
relative energy (zero: lowest compared OMol25 entry of this formula, charge and spin) = 137.2 kcal/mol
Kohn-Sham gap = 7.29 eV
strongest force on any atom = 0.40 eV/Å
total energy = -308.67956 hartree

Structure (XYZ):
```
16
Properties=species:S:1:pos:R:3:lowdin_charge:R:1
C 0.41 1.55 1.52 -0.123
C 0.59 0.07 1.20 -0.328
C -0.52 -0.66 0.49 -0.171
O -0.85 0.18 -0.86 -0.136
C 0.08 -1.19 -1.51 -0.130
O -0.52 -1.29 -2.73 0.002
H 1.29 1.95 2.05 0.064
H 0.28 2.13 0.60 0.060
H -0.47 1.72 2.16 0.069
H 1.55 -0.07 0.68 0.089
H 0.71 -0.50 2.14 0.106
H -1.46 -0.53 1.06 0.066
H -1.76 -0.08 -1.06 0.106
H 0.14 -2.19 -1.10 0.095
H 1.02 -0.63 -1.47 0.120
H -0.50 -0.44 -3.17 0.111
```


Below is C4H7NO in the gas phase in a non-equilibrium geometry, with properties calculated with ωB97M-V/def2-TZVPD.

HOMO level = -10.347 eV
net charge = 0
multiplicity = 1
relative energy (zero: lowest compared OMol25 entry of this formula, charge and spin) = 48.5 kcal/mol
Kohn-Sham gap = 11.22 eV
SMILES = CCOCC#N
strongest force on any atom = 1.98 eV/Å
total energy = -286.55431 hartree

Structure (XYZ):
```
13
Properties=species:S:1:pos:R:3:lowdin_charge:R:1
C 1.58 0.89 -0.06 -0.075
C 0.66 -0.12 0.65 -0.244
O -0.75 0.21 0.75 -0.167
C -1.73 -0.68 0.16 -0.169
C -1.51 -0.31 -1.22 -0.221
N -1.17 0.10 -2.25 0.164
H 1.50 1.90 0.36 0.075
H 2.62 0.56 0.11 0.079
H 1.42 0.95 -1.14 0.063
H 0.98 -0.20 1.69 0.111
H 0.79 -1.09 0.16 0.116
H -2.77 -0.45 0.47 0.135
H -1.61 -1.78 0.32 0.132
```